1.
Entry from the Open Molecules 2025 dataset: a structure of composition C36H33BrN4O7SZn (wB97M-V/def2-TZVPD).

The geometry in ORCA input format:
```
! wB97M-V def2-TZVPD RIJCOSX def2/J DEFGRID3
* xyz -2 1
Br -3.8177 -0.4789 6.4847
Zn -0.0774 0.2501 -0.4805
S 2.3070 1.4698 0.3726
O 1.7137 1.6616 -0.9513
O -1.8293 0.8625 -1.5754
O 0.8754 -2.8308 -3.2010
O -0.2285 1.8406 0.7351
O 2.6495 -1.9906 1.5589
O 2.4731 2.5901 1.2663
O 0.2662 -1.2903 -1.7199
N -6.8997 -1.6098 1.3585
N 1.7781 0.0473 0.9595
N -6.5592 -1.3418 0.1801
N -1.6384 -1.0008 0.3341
C 4.1116 -0.3420 0.6231
C 0.6480 0.7707 -4.0925
C -3.7914 -2.5229 1.1048
C -5.2880 -0.9720 -0.2319
C 4.4358 0.5126 -3.9843
C 3.5035 -1.3733 -2.7789
C -0.3865 1.5231 3.1188
C -2.8901 0.3215 -1.1955
C -1.4563 -2.0122 1.1476
C -2.4127 2.0405 1.7579
C -5.2979 -0.1977 2.6207
C -5.5066 -1.9769 4.7489
C 5.6291 1.3039 -4.4519
C -4.6324 0.0624 3.8059
C -0.8935 2.2580 1.8674
C 2.0300 0.2584 -3.7930
C -5.2879 -0.0660 -1.2989
C 3.9882 0.9258 0.1061
C -2.8606 -0.7157 -0.1449
C -6.0684 -1.3540 2.4803
C 6.4256 -0.3267 0.0765
C 3.1460 0.9500 -4.2515
C 4.5968 -0.6507 -3.2434
C 1.0241 -1.7479 -2.6344
C -0.6442 3.7664 2.0346
C 5.3325 -0.9934 0.6142
C 2.2167 -0.9118 -3.0588
C -4.0127 -1.3957 0.2842
C 2.7780 -0.8582 1.1119
C 6.2899 0.9596 -0.4444
C -6.1793 -2.2227 3.5619
C 5.0606 1.6063 -0.4363
C -2.5265 -2.8334 1.5296
C -4.1673 0.5888 -1.7541
C 3.7092 -2.6437 -1.9975
C -4.7380 -0.8330 4.8593
H -5.1909 0.4902 1.7915
H 3.1298 -2.6385 -1.0713
H -4.6239 -3.1525 1.3820
H -4.2253 1.3074 -2.5604
H 0.6767 1.4939 -4.9101
H -1.0571 4.2948 1.1719
H -0.5295 0.4468 2.9979
H 7.1559 1.4530 -0.8712
H 3.3746 -3.5058 -2.5764
H 2.9978 1.8607 -4.8256
H -0.0281 -0.0404 -4.3665
H -1.1098 4.1601 2.9464
H 5.4093 -1.9967 1.0138
H -2.6451 0.9753 1.7552
H 0.6813 1.7053 3.2488
H 7.3955 -0.8101 0.0498
H 5.5978 -1.0021 -3.0118
H 6.5398 0.7038 -4.4096
H 4.9411 2.6027 -0.8414
H 5.4996 1.6543 -5.4783
H -0.9162 1.8515 4.0211
H -2.9430 2.5028 2.5988
H -2.7779 2.4812 0.8271
H 0.2154 1.2662 -3.2224
H 5.7873 2.1848 -3.8232
H -5.5817 -2.6659 5.5795
H -6.8036 -3.1016 3.4580
H 0.4303 3.9488 2.0685
H 4.7624 -2.7657 -1.7382
H -0.4427 -2.1824 1.4947
H -6.2586 0.1560 -1.7297
H -4.0148 0.9449 3.8967
H -2.3445 -3.6997 2.1512
*
```

Summary:
E ... -6889.03235 Eh
HOMO-LUMO gap ... 0.23046 hartree

---

2.
Entry from the Open Molecules 2025 dataset: a structure of composition C36H33F3N6O5Sc (wB97M-V/def2-TZVPD).

The geometry in ORCA input format:
```
! wB97M-V def2-TZVPD RIJCOSX def2/J DEFGRID3
* xyz -1 1
Sc 0.3508 -0.0063 0.7529
F 2.5182 1.6702 2.4871
F 3.4219 -0.2125 1.9695
F 3.0570 1.2646 0.4282
O -0.6070 4.2207 1.1016
O 0.5072 2.3565 0.6688
O -1.7785 2.2088 -1.3974
O -3.5478 1.4410 1.5634
O -1.4512 0.6628 0.1937
N 6.1749 -5.9659 -5.0905
N 0.6346 -1.4919 3.4507
N -0.2180 0.6665 3.0552
N 0.2490 5.5528 -0.9636
N -1.1749 -2.1993 0.0242
N 0.1476 -1.7508 2.2773
C -1.8555 -1.6029 -2.2061
C 5.1204 -3.1726 -3.2642
C 0.5489 -0.1658 3.7939
C 2.4530 0.6603 1.5389
C 0.7972 4.1873 -0.8557
C -2.1296 1.5786 -0.4039
C 0.2809 -4.1320 2.7755
C -0.4071 1.9067 3.5005
C -3.3870 -2.8096 -0.7984
C 0.1541 2.3894 4.6667
C -0.8408 -3.2418 0.7367
C -4.4497 0.7703 -0.5865
C 1.1988 0.2622 4.9589
C -3.5548 1.7551 0.1763
C 1.4365 -1.1096 -0.8186
C 4.2947 -2.3426 -2.5358
C -4.0445 3.1831 0.0086
C -0.7490 -5.6357 1.2013
C 2.5236 -3.9725 -2.6723
C -2.1178 -2.2407 -0.9868
C 4.6527 -4.4136 -3.7054
C 2.1434 -1.8611 -1.4686
C -4.0703 -2.1289 -3.0058
C 2.4617 5.7985 -0.2035
C 1.3526 6.5227 -0.9617
C 5.4974 -5.2727 -4.4692
C 2.3163 4.3570 -0.6975
C -0.0885 -3.0304 1.9593
C -2.8190 -1.5540 -3.1975
C 2.9817 -2.7256 -2.2270
C -0.0352 -5.4030 2.4122
C -1.1386 -4.6115 0.4006
C 0.9986 1.5515 5.3918
C 3.3465 -4.8055 -3.4014
C -4.3457 -2.7513 -1.7963
C 0.2037 3.4814 0.3673
H 2.9917 -5.7682 -3.7459
H -3.8624 3.5106 -1.0136
H -5.1123 3.2405 0.2262
H -0.0450 3.4019 4.9890
H 2.7304 3.6155 -0.0158
H 2.2920 5.8574 0.8736
H 3.4435 6.2188 -0.4174
H 0.5388 3.5601 -1.7051
H -4.8204 -2.0849 -3.7853
H 0.8307 -3.9164 3.6808
H -5.3220 -3.1888 -1.6209
H -0.8798 -1.1544 -2.3491
H 1.5118 -4.2731 -2.4350
H 0.2652 -6.2427 3.0254
H -5.4629 0.8126 -0.1833
H -2.5978 -1.0575 -4.1350
H 1.0407 7.4517 -0.4813
H -4.0649 -0.2442 -0.4786
H -1.6577 -4.8072 -0.5284
H 1.6943 6.7642 -1.9753
H -1.0451 2.5368 2.8940
H 1.8517 -0.4333 5.4667
H -0.9716 -6.6557 0.9098
H 1.4929 1.9146 6.2844
H -4.4689 1.0279 -1.6472
H -2.8230 0.8109 1.6842
H -0.3667 5.6517 -1.7577
H -3.5055 3.8342 0.6970
H -0.6571 5.0712 0.5969
H -3.6155 -3.2749 0.1530
H 6.1335 -2.8745 -3.5004
H 2.8013 4.2389 -1.6671
H 4.6468 -1.3817 -2.1861
*
```

Summary:
E ... -3156.87135 Eh
HOMO-LUMO gap (spin up / spin down) ... 0.21006 / 0.22141 hartree